76
Properties=species:S:1:pos:R:3:mulliken_charge:R:1 method="wB97M-V/def2-TZVPD" energy_ev=-95797.9474 gap_ev="4.95 / 4.68"
Ti 0.517 0.103 -0.856 0.001
S -5.299 -0.346 3.313 1.220
O -6.720 -0.414 3.067 -0.699
O -4.864 0.715 4.211 -0.663
O -4.659 -1.635 3.576 -0.654
N 1.878 1.589 -0.840 0.405
N -0.089 1.017 0.900 0.786
N 1.046 -3.245 -1.294 -0.420
N -1.771 0.598 -1.347 -0.185
N 3.537 0.659 -2.336 -0.374
N -0.059 -1.600 0.067 0.481
N -0.076 0.440 -4.040 -0.725
N 0.913 3.187 0.685 -0.477
N 2.028 -1.052 -1.545 0.630
N -1.331 -0.776 1.936 -0.072
C -4.366 -0.898 0.789 -0.615
C -0.867 0.430 1.901 -0.700
C 3.383 3.031 -1.842 0.184
C -3.990 1.350 1.531 -0.543
C 0.177 2.293 1.313 -0.567
C -1.898 1.294 4.095 -0.215
C 3.147 -0.589 -2.221 -0.419
C -3.524 -0.692 -0.286 -0.726
C -2.852 0.521 -0.401 -0.019
C 1.691 2.846 -0.322 -0.119
C 2.771 5.147 -0.809 -0.172
C -1.577 -3.022 1.074 0.940
C -1.119 1.392 2.955 0.695
C -0.582 3.717 3.351 -0.196
C 0.155 0.293 -2.918 0.505
C -2.013 2.448 4.858 -0.674
C 0.099 -2.871 -0.467 -0.343
C 2.592 3.777 -0.969 0.060
C -1.360 3.631 4.498 -0.761
C -2.865 -4.904 1.652 -0.798
C 4.554 4.996 -2.449 -0.609
C 5.364 -3.013 -4.066 -0.644
C -1.165 -5.110 -0.084 -0.105
C 2.952 1.658 -1.733 -0.270
C -1.031 -1.694 1.044 -0.559
C 3.088 -2.841 -2.539 0.313
C 4.618 -4.164 -3.765 -0.658
C -2.580 -3.569 1.873 -0.430
C -0.484 2.570 2.580 0.360
C -2.170 -5.658 0.691 -0.725
C 4.386 3.634 -2.597 -0.331
C 1.963 -2.414 -1.737 -0.482
C -3.140 1.570 0.451 -0.207
C -4.531 0.098 1.742 -0.267
C 3.471 -4.097 -2.999 -0.185
C -0.879 -3.764 0.119 -0.197
C 3.758 5.745 -1.567 -0.684
C 3.829 -1.698 -2.836 0.277
C 4.985 -1.767 -3.610 -0.269
H 5.317 5.505 -3.022 0.402
H 6.255 -3.112 -4.671 0.407
H -0.091 4.636 3.061 0.581
H -1.970 0.020 -2.158 0.473
H -2.432 -6.700 0.560 0.392
H -4.842 -1.858 0.940 0.565
H -3.643 -5.383 2.232 0.488
H -2.652 2.429 5.731 0.444
H -3.112 -2.970 2.610 0.803
H 5.554 -0.878 -3.841 0.564
H -2.447 0.398 4.348 0.603
H -3.328 -1.491 -0.994 0.317
H -0.626 -5.695 -0.817 0.597
H -4.161 2.126 2.265 0.535
H -2.650 2.531 0.324 0.411
H -1.651 1.542 -1.708 0.406
H 3.929 6.810 -1.483 0.407
H 2.156 5.708 -0.119 0.564
H 4.953 -5.120 -4.145 0.407
H 5.000 3.052 -3.271 0.569
H 2.886 -4.975 -2.762 0.567
H -1.483 4.507 5.123 0.404